[1]
51
Properties=species:S:1:pos:R:3 method="wB97M-V/def2-TZVPD" spin_multiplicity=1 charge=-2 homo_lumo_gap_ev=6.5804 e_above_lowest_kcal_mol=12.2 e_homo_ev=-2.5 largest_force_ha_per_bohr=0.0140
Ti -0.017 -0.092 0.449
F -2.467 -2.065 1.458
C -3.037 -2.279 0.249
F -3.970 -1.315 0.100
F -3.708 -3.440 0.339
S -1.737 -2.383 -1.099
O -1.131 -0.909 -0.729
O -2.548 -2.101 -2.279
N -0.862 -3.499 -0.853
S 1.687 -2.669 0.554
O 3.030 -2.295 1.028
O 0.649 -1.684 1.231
C 1.272 -4.064 1.760
F -0.017 -4.292 1.951
F 1.837 -5.200 1.295
F 1.822 -3.817 2.962
Cl 5.385 3.992 -0.379
C 4.224 2.720 -0.594
C 4.442 1.720 -1.530
Cl 5.882 1.735 -2.498
C 3.505 0.692 -1.700
Cl 3.748 -0.572 -2.852
C 2.350 0.670 -0.929
O 1.399 -0.224 -0.991
C 2.129 1.695 0.019
O 1.003 1.566 0.692
C 3.059 2.706 0.186
Cl 2.747 3.930 1.372
C 2.512 -1.084 5.627
C 2.931 -0.746 4.348
C 2.017 -0.302 3.407
C 0.680 -0.186 3.754
C 0.249 -0.530 5.029
C 1.167 -0.978 5.963
N -0.246 0.262 2.756
N -1.221 0.882 3.202
C -2.107 1.337 2.195
C -3.246 2.013 2.620
C -4.131 2.486 1.667
C -3.862 2.257 0.321
C -2.724 1.561 -0.071
C -1.804 1.093 0.861
H 3.225 -1.451 6.354
H 3.969 -0.854 4.062
H 2.341 -0.066 2.404
H -0.804 -0.459 5.264
H 0.828 -1.262 6.952
H -3.417 2.151 3.681
H -5.030 3.014 1.964
H -4.562 2.607 -0.430
H -2.568 1.345 -1.122

[2]
45
Properties=species:S:1:pos:R:3 method="wB97M-V/def2-TZVPD" spin_multiplicity=3 charge=-6 homo_lumo_gap_ev="1.3752 / 3.5306" e_homo_ev="10.3 / 8.1" largest_force_ha_per_bohr=0.1197 s_squared=2.05
O -1.767 -0.897 0.822
V -0.583 -0.018 0.256
C 1.661 3.546 -1.164
C 1.251 4.796 -1.398
C -0.269 5.070 -1.334
O -0.776 6.259 -1.356
C -1.226 4.166 -0.913
C -0.839 2.772 -0.732
C 0.732 2.430 -0.793
O 1.060 1.293 -0.373
O -1.558 1.843 -0.320
O 2.162 5.685 -1.559
H 2.708 3.281 -1.170
H -2.296 4.310 -0.961
C -2.616 -0.971 -4.826
C -3.859 -1.287 -4.251
C -3.943 -1.791 -2.791
O -4.885 -2.281 -2.131
C -2.869 -1.607 -1.926
C -1.583 -1.041 -2.414
C -1.355 -0.961 -4.049
O -0.189 -0.883 -4.471
O -0.654 -0.741 -1.691
O -4.901 -1.257 -4.991
H -2.688 -0.605 -5.839
H -2.850 -2.026 -0.931
C 3.012 -1.959 1.089
C 4.097 -2.591 1.670
C 3.780 -3.949 2.481
O 4.686 -4.699 2.977
C 2.499 -4.255 2.696
C 1.368 -3.464 2.279
C 1.625 -2.248 1.370
O 0.710 -1.673 0.793
O 0.219 -3.843 2.643
O 5.279 -2.195 1.223
H 3.185 -1.113 0.441
H 2.202 -5.143 3.234
C 0.430 1.156 4.537
C -0.632 1.225 3.417
O -1.769 1.575 3.858
O -0.388 0.936 2.247
H 0.448 0.070 4.626
H 0.058 1.407 5.530
H 1.322 1.680 4.195

[3]
111
Properties=species:S:1:pos:R:3 method="wB97M-V/def2-TZVPD" spin_multiplicity=1 charge=-1 homo_lumo_gap_ev=5.9737 e_homo_ev=-5.0 largest_force_ha_per_bohr=0.0618
C -3.979 -1.589 -1.772
C -2.919 -2.603 -0.968
O -3.748 -3.573 -0.179
C -2.184 -3.496 -2.142
Al -0.185 -3.842 -1.836
P 0.039 -5.685 -0.423
N -1.410 -6.109 0.196
O 0.587 -7.105 -1.335
O 1.103 -5.307 0.903
H -4.497 -0.817 -1.060
H -4.772 -2.307 -2.282
H -3.407 -1.055 -2.672
H -2.157 -2.009 -0.288
H -4.345 -4.065 -0.833
H -2.723 -4.541 -2.284
H -2.297 -2.881 -3.143
H 0.658 -2.572 -1.403
H 0.424 -4.306 -3.255
H -1.660 -7.092 -0.072
H -0.225 -7.506 -1.802
H 0.889 -5.963 1.636
C -6.700 0.175 1.129
Cl -6.777 0.894 -0.499
Cl -6.376 1.453 2.328
Cl -8.253 -0.613 1.506
Cl -5.392 -1.034 1.183
C 3.920 -1.303 -2.135
Cl 4.592 0.189 -1.430
Cl 5.060 -1.957 -3.338
Cl 3.663 -2.505 -0.846
Cl 2.366 -0.938 -2.927
C 5.883 0.035 2.851
Cl 7.602 0.042 2.380
Cl 5.005 -1.168 1.872
Cl 5.742 -0.386 4.576
Cl 5.185 1.650 2.574
C -7.625 5.279 -0.984
Cl -7.630 6.947 -0.357
Cl -6.200 5.041 -2.027
Cl -7.563 4.132 0.378
Cl -9.107 4.997 -1.932
C 4.071 3.688 6.273
Cl 4.605 2.191 5.468
Cl 5.136 4.029 7.660
Cl 4.149 5.043 5.119
Cl 2.396 3.491 6.845
C -4.661 9.934 -0.418
Cl -4.823 8.336 -1.189
Cl -6.237 10.765 -0.437
Cl -4.119 9.729 1.266
Cl -3.466 10.907 -1.313
C 4.720 -5.444 3.050
Cl 3.470 -6.652 3.442
Cl 4.850 -4.269 4.383
Cl 6.287 -6.263 2.826
Cl 4.274 -4.594 1.549
C 4.070 -10.637 4.654
Cl 2.471 -10.158 5.277
Cl 4.977 -9.183 4.167
Cl 4.969 -11.500 5.927
Cl 3.862 -11.707 3.244
C 0.972 -2.087 -7.033
Cl 2.102 -2.149 -5.657
Cl 0.172 -0.496 -7.073
Cl 1.869 -2.339 -8.551
Cl -0.257 -3.365 -6.850
C -4.114 6.467 -5.609
Cl -2.365 6.142 -5.700
Cl -4.559 6.865 -3.930
Cl -4.519 7.839 -6.672
Cl -5.015 5.022 -6.136
C 2.894 3.851 11.491
Cl 2.934 2.275 12.320
Cl 1.207 4.404 11.347
Cl 3.831 5.040 12.430
Cl 3.606 3.685 9.866
C 7.774 7.037 5.239
Cl 9.451 7.631 5.333
Cl 7.070 6.986 6.875
Cl 6.813 8.132 4.213
Cl 7.762 5.400 4.535
C 2.886 2.447 -5.785
Cl 3.336 1.891 -4.154
Cl 2.746 1.043 -6.874
Cl 1.323 3.300 -5.712
Cl 4.138 3.554 -6.402
C -2.021 6.154 1.464
Cl -3.483 5.701 0.551
Cl -2.457 7.312 2.746
Cl -1.305 4.697 2.198
Cl -0.841 6.905 0.361
C -0.132 9.576 -2.993
Cl -1.634 8.639 -3.195
Cl -0.367 10.812 -1.731
Cl 1.191 8.482 -2.513
Cl 0.284 10.371 -4.532
C -8.366 2.837 -7.214
Cl -6.616 2.512 -7.304
Cl -8.810 3.235 -5.535
Cl -8.770 4.209 -8.276
Cl -9.266 1.393 -7.740
C -2.260 -7.088 -7.687
Cl -1.867 -7.007 -5.952
Cl -1.166 -6.015 -8.596
Cl -2.064 -8.762 -8.263
Cl -3.946 -6.567 -7.939
C 6.051 -14.037 8.712
Cl 4.452 -13.559 9.335
Cl 6.958 -12.583 8.225
Cl 6.950 -14.900 9.985
Cl 5.843 -15.107 7.303

[4]
47
Properties=species:S:1:pos:R:3 method="wB97M-V/def2-TZVPD" spin_multiplicity=6 charge=-1 homo_lumo_gap_ev="6.0278 / 6.2091" e_above_lowest_kcal_mol=343.2 e_homo_ev="-3.7 / -5.1" largest_force_ha_per_bohr=0.0281 s_squared=8.78
Ir -1.613 0.534 -0.180
O -1.032 3.237 0.192
N 0.020 3.487 -0.507
C 0.931 4.368 -0.024
C 2.044 4.724 -0.743
C 2.254 4.149 -1.992
C 1.352 3.216 -2.451
C 0.230 2.851 -1.701
S -0.893 1.655 -2.248
H 0.677 4.748 0.953
H 2.737 5.436 -0.318
H 3.120 4.410 -2.584
H 1.494 2.713 -3.398
O -4.041 2.433 0.320
C -3.212 1.670 0.213
C 2.863 0.353 0.505
C 0.957 -1.307 -1.032
C 1.849 -1.277 -2.070
C 1.566 -2.055 -3.182
Cl 2.635 -2.016 -4.559
C 0.439 -2.857 -3.207
C -0.388 -2.953 -2.094
C -0.104 -2.205 -0.954
O -0.685 -2.343 0.245
C -1.904 -3.063 0.340
C -3.111 -2.361 -0.292
O -4.115 -3.053 -0.403
O -2.999 -1.133 -0.632
H 3.804 0.184 0.991
H 1.721 -1.229 1.124
H 1.050 0.943 -0.467
H 2.720 -0.631 -2.020
H 0.212 -3.433 -4.094
H -1.245 -3.611 -2.120
H -2.095 -3.174 1.406
H -1.792 -4.056 -0.098
Cl 1.385 -0.128 0.361
C -0.103 0.279 1.264
C -0.309 -0.360 2.513
C -1.338 0.138 3.414
Cl -2.285 1.550 3.187
C -1.411 -0.648 4.531
Cl -2.451 -0.431 5.878
C -0.440 -1.672 4.409
Cl -0.172 -2.912 5.563
C 0.236 -1.504 3.224
Cl 1.443 -2.665 2.737

[5]
46
Properties=species:S:1:pos:R:3 method="wB97M-V/def2-TZVPD" spin_multiplicity=1 charge=0 homo_lumo_gap_ev=4.3842 e_above_lowest_kcal_mol=18.4 e_homo_ev=-7.0 largest_force_ha_per_bohr=0.0939
Lu -0.110 0.202 -0.532
O -4.927 1.742 3.342
C -3.884 1.502 2.517
C -3.790 2.032 1.222
C -2.854 1.397 0.370
N -2.034 0.488 0.823
C -1.894 0.310 2.098
C -2.827 0.750 3.000
C -0.577 -0.329 2.417
O -0.315 -0.521 3.602
O 0.248 -0.488 1.379
C -2.565 1.770 -1.057
O -3.013 2.795 -1.601
O -1.648 1.005 -1.629
H -5.654 2.174 2.874
H -4.209 2.967 0.808
H -2.697 0.568 4.083
O 1.316 4.063 1.237
C 1.104 2.921 0.568
O 0.110 2.208 0.689
C 2.216 2.493 -0.314
C 3.415 3.206 -0.445
C 4.215 2.853 -1.510
C 3.877 1.819 -2.356
C 2.756 1.057 -2.120
N 1.967 1.411 -1.073
C 2.337 -0.281 -2.690
O 3.155 -1.045 -3.462
O 1.246 -0.693 -2.243
H 0.720 4.157 1.988
H 3.603 4.074 0.105
H 5.188 3.217 -1.620
H 4.635 1.544 -3.143
H 4.063 -0.627 -3.468
N 0.553 -7.435 0.228
C 0.385 -6.280 0.042
C 0.007 -4.955 -0.209
C -0.638 -4.275 0.839
C -0.954 -2.917 0.619
C -0.577 -2.328 -0.563
C -0.148 -3.096 -1.670
C 0.086 -4.426 -1.482
H -0.810 -4.800 1.794
H -1.560 -2.487 1.423
H 0.035 -2.663 -2.627
H 0.449 -5.082 -2.254

[6]
50
Properties=species:S:1:pos:R:3 method="wB97M-V/def2-TZVPD" spin_multiplicity=1 charge=+3 homo_lumo_gap_ev=4.9392 e_above_lowest_kcal_mol=20.0 e_homo_ev=-16.8 largest_force_ha_per_bohr=0.0191
W 0.454 -0.675 0.404
O -2.446 -3.491 1.929
C -1.403 -2.811 1.639
O -1.356 -1.879 0.823
C -0.136 -3.178 2.309
C 0.032 -4.200 3.223
C 1.320 -4.457 3.680
C 2.381 -3.722 3.159
C 2.117 -2.726 2.238
N 0.869 -2.425 1.845
C 3.111 -1.944 1.449
O 4.385 -2.009 1.606
O 2.648 -1.214 0.570
H -3.246 -3.224 1.431
H -0.819 -4.780 3.555
H 1.500 -5.242 4.404
H 3.394 -3.953 3.465
H 4.711 -2.589 2.314
O 3.533 3.007 -3.398
C 2.890 2.163 -2.639
C 2.346 0.939 -3.092
C 1.685 0.163 -2.179
N 1.544 0.535 -0.908
C 2.095 1.668 -0.448
C 2.771 2.518 -1.271
C 1.920 1.805 1.034
O 2.290 2.637 1.763
O 1.191 0.658 1.476
C 1.091 -1.188 -2.424
O 1.036 -1.831 -3.394
O 0.558 -1.632 -1.166
H 3.611 2.742 -4.329
H 2.447 0.606 -4.118
H 3.222 3.430 -0.899
O -3.691 0.005 -3.181
S -2.574 0.847 -3.487
O -2.892 2.380 -2.996
N -1.432 0.449 -2.185
C -1.744 0.926 -1.075
O -0.919 0.360 0.010
C -2.693 1.905 -0.654
C -3.049 2.194 0.670
C -3.970 3.183 0.923
C -4.538 3.896 -0.138
C -4.200 3.627 -1.453
C -3.281 2.626 -1.703
H -2.603 1.643 1.488
H -4.258 3.414 1.939
H -5.262 4.673 0.070
H -4.636 4.170 -2.280

[7]
58
Properties=species:S:1:pos:R:3 method="wB97M-V/def2-TZVPD" spin_multiplicity=1 charge=+1 homo_lumo_gap_ev=6.6881 e_above_lowest_kcal_mol=0.0 e_homo_ev=-11.9 largest_force_ha_per_bohr=0.0200
Ti -0.137 -0.179 -0.081
I -4.178 -2.346 5.997
C -2.907 -1.615 4.531
C -2.111 -0.507 4.800
C -1.263 -0.020 3.818
I -0.081 1.648 4.190
C -1.213 -0.654 2.587
O -0.377 -0.185 1.616
C -2.004 -1.759 2.302
C -1.869 -2.515 1.008
N -1.692 -1.659 -0.208
C -2.964 -1.041 -0.683
C -3.050 0.401 -0.278
C -4.248 1.088 -0.195
C -4.223 2.428 0.147
C -3.006 3.044 0.409
C -1.852 2.302 0.307
N -1.883 1.006 -0.039
C -2.859 -2.232 3.289
H -2.152 -0.022 5.765
H -2.754 -3.134 0.854
H -1.005 -3.174 1.052
H -1.351 -2.286 -0.940
H -3.813 -1.600 -0.289
H -2.991 -1.109 -1.771
H -5.179 0.575 -0.396
H -5.145 2.989 0.216
H -2.948 4.086 0.687
H -0.876 2.730 0.497
H -3.479 -3.097 3.088
S 2.478 0.605 1.070
C 3.358 1.265 -0.306
C 4.080 0.735 -1.351
C 4.558 1.646 -2.291
C 5.285 1.147 -3.426
N 5.847 0.726 -4.334
C 4.317 3.026 -2.156
C 3.592 3.540 -1.082
C 3.116 2.623 -0.170
S 2.139 2.683 1.300
C 4.811 3.941 -3.149
N 5.182 4.691 -3.935
H 4.260 -0.324 -1.465
H 3.419 4.603 -0.999
F 0.545 1.383 -1.030
As 0.181 1.255 -2.960
F -0.705 -0.181 -2.265
F -1.220 2.154 -2.587
F -0.290 0.935 -4.538
F 1.091 2.665 -3.153
F 1.561 0.275 -3.013
F 1.098 -1.346 -0.922
Sb 2.038 -3.152 -0.246
F 2.575 -4.676 0.636
F 1.187 -2.472 1.300
F 3.483 -2.028 0.108
F 2.628 -3.344 -1.983
F 0.352 -3.815 -0.757

[8]
48
Properties=species:S:1:pos:R:3 method="wB97M-V/def2-TZVPD" spin_multiplicity=2 charge=+1 homo_lumo_gap_ev="5.7183 / 5.8024" e_homo_ev="-11.4 / -11.4" largest_force_ha_per_bohr=0.0144 s_squared=0.79
Re -0.196 -0.331 -0.675
O 4.181 -1.027 -1.316
C 4.499 0.278 -1.273
C 5.850 0.552 -1.478
C 6.320 1.842 -1.439
C 5.459 2.920 -1.199
C 4.128 2.673 -1.027
C 3.612 1.355 -1.071
C 2.184 1.212 -0.961
O 1.658 -0.052 -0.873
N 1.363 2.201 -0.947
N 0.059 1.721 -0.812
C -0.841 2.648 -0.739
C -2.260 2.438 -0.632
C -3.127 3.530 -0.561
C -4.492 3.329 -0.475
C -5.005 2.035 -0.461
C -4.160 0.935 -0.532
C -2.812 1.169 -0.612
O -1.940 0.093 -0.680
H 3.267 -1.229 -1.062
H 6.510 -0.285 -1.657
H 7.376 2.024 -1.594
H 5.841 3.929 -1.148
H 3.436 3.485 -0.856
H -0.461 3.664 -0.778
H -2.715 4.531 -0.573
H -5.161 4.176 -0.419
H -6.073 1.878 -0.397
H -4.536 -0.079 -0.523
O 2.213 -2.868 -0.553
C 1.069 -3.136 -0.386
O 0.093 -2.149 -0.357
C 0.529 -4.499 -0.206
C -0.833 -4.767 -0.272
C -1.250 -6.073 -0.136
C -0.375 -7.119 0.067
C 0.968 -6.806 0.136
C 1.446 -5.523 -0.002
N 1.942 -7.903 0.361
O 3.100 -7.584 0.507
O 1.496 -9.023 0.442
N -2.702 -6.360 -0.216
O -3.046 -7.507 -0.066
O -3.444 -5.407 -0.330
H -1.566 -3.990 -0.424
H -0.720 -8.138 0.168
H 2.507 -5.328 0.050